(1)
{"formula": "C5H13N2", "method": "ωB97M-V with the def2-TZVPD basis set", "homo_energy_ev": -11.052, "smiles": "C/C(=C\\N)CC[NH3+]", "orbital_gap_ev": 7.309, "total_charge": 1, "species": ["C", "C", "C", "N", "C", "C", "N", "H", "H", "H", "H", "H", "H", "H", "H", "H", "H", "H", "H", "H"], "positions_angstrom": [[-0.79904, 1.40132, -0.76976], [-0.86950, 0.08913, -0.00907], [-2.01130, -0.61012, 0.11111], [-3.31729, -0.21580, 0.01029], [0.41431, -0.60972, 0.47726], [1.65272, 0.19768, 0.06821], [2.89983, -0.70756, 0.15914], [-0.12159, 2.11482, -0.29417], [-0.35894, 1.18522, -1.75226], [-1.76770, 1.84671, -0.97002], [-1.90844, -1.64368, 0.43731], [-3.96954, -0.38260, 0.76163], [-3.51803, 0.74738, -0.23107], [0.44622, -1.65968, 0.18631], [0.32029, -0.54444, 1.56446], [1.62098, 0.50647, -0.97056], [1.78193, 1.01755, 0.76340], [2.66502, -1.44314, -0.49437], [3.74681, -0.22790, -0.14883], [3.09325, -1.06161, 1.10099]], "nbo_charge": [-0.642, -0.117, 0.044, -0.810, -0.454, -0.205, -0.673, 0.205, 0.211, 0.237, 0.186, 0.395, 0.373, 0.221, 0.231, 0.230, 0.236, 0.442, 0.443, 0.445]}

***

(2)
{"formula": "C5H13N2", "method": "ωB97M-V with the def2-TZVPD basis set", "homo_energy_ev": -12.219, "orbital_gap_ev": 7.553, "total_charge": 1, "species": ["C", "C", "N", "C", "H", "H", "H", "H", "H", "H", "H", "C", "C", "N", "H", "H", "H", "H", "H", "H"], "positions_angstrom": [[-0.07073, 1.35676, 1.73325], [0.44975, 0.13702, 1.53763], [1.39508, -0.21111, 0.58514], [2.55085, -1.01204, 1.00869], [0.28156, 2.19189, 1.13455], [-0.79608, 1.54515, 2.50379], [0.11185, -0.68517, 2.16311], [1.65871, 0.56003, -0.00797], [3.45597, -0.58666, 0.58048], [2.67505, -1.01826, 2.08945], [2.47345, -2.03755, 0.64776], [-1.87169, 0.67570, -2.34693], [-1.30880, -1.09457, -0.81582], [-1.32804, 0.14136, -1.08889], [-1.08539, 1.16846, -2.91271], [-2.63368, 1.40781, -2.08489], [-2.31632, -0.13063, -2.91844], [-1.62884, -1.79508, -1.57604], [-0.97714, -1.44090, 0.15127], [-1.03557, 0.82778, -0.38344]], "nbo_charge": [-0.536, -0.008, -0.648, -0.416, 0.200, 0.236, 0.201, 0.375, 0.221, 0.209, 0.200, -0.428, 0.142, -0.392, 0.246, 0.246, 0.232, 0.221, 0.242, 0.458]}

***

(3)
{"formula": "C5H13N2", "method": "ωB97M-V with the def2-TZVPD basis set", "homo_energy_ev": -13.073, "orbital_gap_ev": 9.998, "total_charge": 1, "species": ["C", "C", "N", "N", "H", "H", "H", "H", "H", "H", "H", "C", "C", "C", "H", "H", "H", "H", "H", "H"], "positions_angstrom": [[-2.26945, 1.28056, 0.07261], [-1.77355, 0.00601, 0.03908], [-0.52437, -0.28595, -0.69007], [-3.42676, 1.62220, 0.79809], [-1.70635, 2.08869, -0.44307], [-2.18245, -0.87142, 0.53934], [-0.54319, -1.07288, -1.33626], [-0.18623, 0.51853, -1.22724], [0.24981, -0.53301, -0.07971], [-3.68812, 0.94223, 1.51957], [-3.47552, 2.55734, 1.19255], [2.05640, -1.85423, -0.19552], [2.32613, -0.49767, 0.46240], [2.21237, 0.69563, -0.18833], [1.09235, -2.31747, 0.10492], [1.98092, -1.68590, -1.31918], [2.85494, -2.56718, 0.04433], [2.64884, -0.44905, 1.54049], [2.35821, 1.60558, 0.42578], [1.99602, 0.81801, -1.25976]], "nbo_charge": [0.064, -0.215, -0.693, -0.774, 0.216, 0.231, 0.432, 0.440, 0.470, 0.395, 0.408, -0.678, -0.199, -0.436, 0.204, 0.211, 0.268, 0.237, 0.232, 0.189]}

***

(4)
{"formula": "C5H13N2", "method": "ωB97M-V with the def2-TZVPD basis set", "homo_energy_ev": -11.753, "smiles": "C[C@@H]([NH3+])C/C=C/N", "orbital_gap_ev": 8.405, "total_charge": 1, "species": ["C", "C", "N", "C", "C", "C", "N", "H", "H", "H", "H", "H", "H", "H", "H", "H", "H", "H", "H", "H"], "positions_angstrom": [[-0.74045, -1.58046, 1.92112], [-0.68651, -0.44931, 0.83585], [0.56108, 0.39563, 1.14260], [-0.53357, -1.00785, -0.58701], [-0.52435, 0.22060, -1.56047], [0.68109, 0.80008, -1.85407], [0.99046, 2.13122, -1.52510], [0.07636, -2.20530, 1.55641], [-0.69348, -1.19570, 2.91223], [-1.66737, -2.22803, 1.67549], [-1.63860, 0.13332, 0.85592], [0.88175, 0.91062, 0.30055], [0.61322, 1.09144, 1.88018], [1.27711, -0.31241, 1.33095], [0.48192, -1.44977, -0.72576], [-1.42607, -1.54799, -0.88643], [-1.49790, 0.65438, -1.67841], [1.41828, 0.35392, -2.53660], [0.47237, 2.96561, -1.74018], [1.95465, 2.32002, -1.31725]], "nbo_charge": [-0.629, -0.038, -0.717, -0.455, -0.257, -0.049, -0.886, 0.214, 0.235, 0.261, 0.238, 0.465, 0.446, 0.430, 0.219, 0.256, 0.213, 0.246, 0.413, 0.395]}

***

(5)
{"formula": "C5H13N2", "method": "ωB97M-V with the def2-TZVPD basis set", "homo_energy_ev": [-9.630, -15.055], "multiplicity": 3, "s_squared": 2.01, "orbital_gap_ev": [7.038, 8.447], "total_charge": 1, "species": ["C", "C", "C", "C", "C", "N", "N", "H", "H", "H", "H", "H", "H", "H", "H", "H", "H", "H", "H", "H"], "positions_angstrom": [[-2.20339, 0.31567, -1.03727], [0.48878, 0.81071, 1.34602], [-0.23756, -0.97556, -1.72326], [0.08261, 1.08621, -0.52012], [1.00911, -0.40260, 1.86621], [2.28366, -0.68457, 1.93639], [-0.71160, 0.24130, -1.13059], [-2.47591, 1.26551, -0.65277], [-2.70505, 0.10559, -2.02401], [-0.40596, 1.02840, 1.73513], [1.25002, 1.64829, 1.47091], [-2.52016, -0.56621, -0.38149], [0.77828, -1.05940, -2.12065], [-1.07864, -1.25615, -2.47359], [-0.31724, -1.74092, -0.85198], [1.11386, 1.11359, -1.01569], [-0.22383, 2.06929, -0.35771], [0.30014, -1.35260, 2.13920], [2.69820, -1.65409, 2.19657], [2.87467, 0.00756, 1.59869]], "nbo_charge": [-0.434, -0.270, -0.446, -0.278, -0.100, -0.705, -0.140, 0.236, 0.249, 0.208, 0.216, 0.240, 0.257, 0.241, 0.242, 0.231, 0.234, 0.197, 0.436, 0.387]}

***

(6)
{"formula": "C5H13N2", "method": "ωB97M-V with the def2-TZVPD basis set", "homo_energy_ev": [-19.893, -20.278], "multiplicity": 2, "s_squared": 0.88, "orbital_gap_ev": [7.908, 6.950], "total_charge": 2, "species": ["C", "C", "C", "C", "C", "N", "N", "H", "H", "H", "H", "H", "H", "H", "H", "H", "H", "H", "H", "H"], "positions_angstrom": [[0.08657, -1.99353, 1.60919], [0.12437, -1.14657, 0.33838], [0.10892, 0.30615, 0.79163], [0.45152, 1.23647, -0.46186], [-0.33751, 0.73361, -1.64299], [0.35116, 2.67104, -0.12751], [-1.15461, -1.28950, -0.38235], [-0.89924, -1.90482, 2.11911], [0.27928, -3.03254, 1.36869], [0.93125, -1.76428, 2.24209], [1.02736, -1.36245, -0.36855], [1.04400, 0.37857, 1.41744], [-0.84447, 0.64601, 1.18054], [-1.17376, 1.31234, -2.09274], [0.22241, 0.27506, -2.43792], [-0.56453, 3.02941, -0.41879], [1.14064, 3.27459, -0.36135], [-1.08267, -2.11851, -1.01144], [1.49215, 1.02616, -0.74572], [-1.20285, -0.27721, -1.01586]], "nbo_charge": [-0.621, -0.110, -0.361, -0.195, -0.190, -0.203, -0.359, 0.263, 0.270, 0.266, 0.246, 0.285, 0.267, 0.287, 0.283, 0.424, 0.453, 0.424, 0.281, 0.290]}

***

(7)
{"formula": "C5H13N2O", "method": "ωB97M-V with the def2-TZVPD basis set", "homo_energy_ev": -2.444, "smiles": "CN[C@@H](C[O-])CCN", "orbital_gap_ev": 6.114, "total_charge": -1, "species": ["C", "N", "C", "C", "O", "C", "C", "N", "H", "H", "H", "H", "H", "H", "H", "H", "H", "H", "H", "H", "H"], "positions_angstrom": [[0.44618, 0.29433, -2.34609], [-0.31369, -0.67956, -1.59569], [-0.64702, -0.25073, -0.25085], [-2.06535, -0.76334, 0.08726], [-3.02980, -0.26265, -0.68872], [0.38758, -0.71109, 0.79923], [0.75546, 0.37547, 1.80402], [1.94564, 1.13876, 1.40039], [1.33007, 0.62376, -1.79107], [-0.10554, 1.22484, -2.55900], [0.75040, -0.12645, -3.30181], [-1.19834, -0.80981, -2.07679], [-0.77393, 0.83949, -0.19791], [-1.95750, -1.88960, 0.03979], [-2.15015, -0.52937, 1.19308], [1.29014, -0.95912, 0.23955], [0.02524, -1.65761, 1.22736], [0.92612, -0.03323, 2.80456], [-0.08096, 1.06461, 1.89260], [1.76063, 2.12265, 1.27486], [2.70480, 0.98866, 2.04522]], "nbo_charge": [-0.405, -0.647, -0.089, 0.002, -0.953, -0.437, -0.218, -0.862, 0.182, 0.153, 0.172, 0.379, 0.142, 0.066, 0.059, 0.208, 0.197, 0.162, 0.185, 0.356, 0.348]}

***

(8)
{"formula": "C5H13N2O", "method": "ωB97M-V with the def2-TZVPD basis set", "homo_energy_ev": -2.808, "orbital_gap_ev": 6.916, "total_charge": -1, "species": ["C", "C", "N", "C", "H", "H", "H", "H", "H", "H", "H", "C", "O", "C", "N", "H", "H", "H", "H", "H", "H"], "positions_angstrom": [[-2.17418, 0.20804, -2.24241], [-1.19052, 0.72021, -1.49838], [-1.27949, 1.92449, -0.80670], [-0.00292, 2.63764, -0.65131], [-3.11877, 0.72763, -2.36374], [-2.09739, -0.77853, -2.68118], [-0.24662, 0.21035, -1.26203], [-2.02092, 2.52013, -1.15141], [-0.19057, 3.60441, -0.17816], [0.66821, 1.99429, -0.06808], [0.47961, 2.82627, -1.62301], [0.87204, -0.59251, 1.01125], [1.43139, 0.11558, 0.01361], [1.46999, -2.00880, 1.19705], [0.79440, -2.73925, 2.27174], [0.97229, -0.12806, 2.03687], [-0.22134, -0.79464, 0.89133], [1.32116, -2.56057, 0.26142], [2.55920, -1.92437, 1.32589], [1.09683, -3.69778, 2.35752], [0.87763, -2.26455, 3.15973]], "nbo_charge": [-0.585, 0.016, -0.609, -0.441, 0.163, 0.193, 0.267, 0.341, 0.164, 0.290, 0.152, -0.018, -0.960, -0.238, -0.864, 0.058, 0.090, 0.163, 0.138, 0.338, 0.341]}

***

Here are the calculated energy relative to the best compared isomer or geometry (same formula, charge and spin) numbers, same order: 51.7; 64.2; 66.6; 91.2; 7.0; 154.2; 21.1; 31.1 (kcal/mol).
Here are the calculated M numbers, same order: 101.2; 101.2; 101.2; 101.2; 101.2; 101.2; 117.2; 117.2 (g mol⁻¹).
Here are the calculated E numbers, same order: -8368.5697; -8368.0248; -8367.9213; -8366.8559; -8364.4702; -8351.7345; -10422.7825; -10422.3509 (eV).